5
Properties=species:S:1:pos:R:3:mulliken_charge:R:1 method="wB97M-V/def2-TZVPD" orbital_gap_ev="7.811 / 7.806" charge=0 de_lowest_ev=5.702 e_lumo_ev="-3.01 / -3.01"
F -2.007 0.128 -0.700 -0.5206
F 1.239 -1.244 1.258 -0.0989
C 0.885 -0.238 0.485 0.4784
F -0.057 1.190 -0.890 -0.0061
N -0.061 0.164 -0.153 0.1472

8
Properties=species:S:1:pos:R:3:mulliken_charge:R:1 method="wB97M-V/def2-TZVPD" orbital_gap_ev="7.904 / 7.909" charge=-1 de_lowest_ev=2.351 e_lumo_ev="3.03 / 3.04"
S 2.859 0.500 0.288 -0.2201
N -0.060 0.979 -0.251 -0.5197
C -1.087 0.250 0.009 0.8578
N 1.623 -0.264 -0.338 0.3093
F -1.195 -1.049 -0.333 -0.2492
F -2.280 0.819 -0.310 -0.2635
O 1.477 -1.364 -0.717 -0.3836
F -1.338 0.129 1.652 -0.5311

8
Properties=species:S:1:pos:R:3:mulliken_charge:R:1 method="wB97M-V/def2-TZVPD" orbital_gap_ev="9.538 / 9.302" charge=0 de_lowest_ev=3.039 e_lumo_ev="-2.72 / -2.79"
N -0.491 1.571 0.709 -0.2423
O -0.841 -0.916 0.661 -0.3281
O 0.707 -2.800 0.945 -0.3572
F 0.646 2.366 -1.078 -0.2551
F -0.655 0.583 -1.331 -0.2029
C 0.102 1.182 -0.414 0.9345
F 1.192 0.372 -0.164 -0.2113
S -0.660 -2.357 0.672 0.6624

12
Properties=species:S:1:pos:R:3:mulliken_charge:R:1 method="wB97M-V/def2-TZVPD" orbital_gap_ev="5.210 / 6.162" charge=+1 s_squared=6.050 de_lowest_ev=4.644 e_lumo_ev="-7.39 / -6.59" spin_multiplicity=5
F -2.946 0.409 -0.805 -0.2060
O 2.914 -1.238 0.844 -0.5634
F -2.498 -1.310 0.418 -0.2131
S -0.527 0.482 0.351 1.3562
S 2.250 0.065 1.207 0.6417
F -1.768 -1.171 -1.540 -0.2277
O -1.485 0.986 1.365 -0.5366
Pm 2.354 0.265 -1.893 2.0228
N 0.681 0.642 1.358 -0.4560
O 0.224 0.275 -0.954 -0.7918
O 2.799 1.043 0.104 -0.6073
C -1.997 -0.448 -0.456 0.5812

12
Properties=species:S:1:pos:R:3:mulliken_charge:R:1 method="wB97M-V/def2-TZVPD" orbital_gap_ev=8.793 charge=+1 e_lumo_ev=-6.19
Y 2.116 -1.334 -0.385 1.7444
C -2.163 -0.070 -0.427 0.6613
F -3.020 -1.033 -0.126 -0.1944
S -0.800 0.027 0.874 1.1922
F -1.730 -0.297 -1.652 -0.1952
N 0.159 1.267 0.974 -0.3239
F -2.826 1.075 -0.466 -0.2025
O 2.811 0.542 1.008 -0.5116
O 1.438 0.246 -1.604 -0.6678
O 0.026 -1.078 0.280 -0.6377
O -1.702 0.262 2.002 -0.5342
S 1.700 1.354 0.326 0.6693

9
Properties=species:S:1:pos:R:3:mulliken_charge:R:1 method="wB97M-V/def2-TZVPD" orbital_gap_ev=3.761 charge=+1 de_lowest_ev=2.703 e_lumo_ev=-9.44
O 1.327 -1.254 0.716 -0.5420
F -0.287 1.079 1.884 -0.2010
O -0.809 -1.234 -0.483 -0.5441
F 1.375 1.785 0.839 -0.1739
S 0.442 -0.548 -0.213 1.0625
C 0.198 1.214 0.670 0.6157
Sn -2.688 -2.864 -1.975 1.5854
O 1.101 -0.222 -1.447 -0.5916
F -0.658 2.045 0.010 -0.2110

Number 1: strongest force on any atom 3.14 eV/Å. Number 2: strongest force on any atom 3.98 eV/Å. Number 3: strongest force on any atom 5.57 eV/Å. Number 4: strongest force on any atom 5.09 eV/Å. Number 5: strongest force on any atom 4.74 eV/Å. Number 6: strongest force on any atom 6.01 eV/Å.